Record 1
Formula: C9H14As2F21NO9S3Zr
Source: the OMol25 dataset
Level of theory: ωB97M-V with the def2-TZVPD basis set

The value obtained for the HOMO energy (alpha / beta) is -7.5 / -7.5 eV. For the HOMO-LUMO gap (alpha / beta), the calculation gives 8.6371 / 4.6842 eV.

ORCA input file:
```
! RIJCOSX wB97M-V def2-TZVPD def2/J DEFGRID3
* xyz -1 2
Zr 6.86 -11.56 6.66
C 6.23 -15.27 4.16
C 5.37 -14.44 5.21
C 5.08 -15.23 6.44
O 5.99 -13.22 5.51
H 5.85 -16.29 4.09
H 7.24 -15.50 4.50
H 6.26 -14.67 3.26
H 4.40 -14.18 4.78
H 5.97 -15.58 6.96
H 4.51 -16.13 6.22
H 4.44 -14.77 7.20
C 10.36 -9.28 7.23
C 9.13 -9.27 8.22
C 8.66 -7.93 8.54
O 8.15 -10.10 7.66
H 10.88 -10.24 7.16
H 11.06 -8.56 7.66
H 10.17 -8.94 6.21
H 9.42 -9.72 9.17
H 8.39 -7.48 7.59
H 9.42 -7.27 8.98
H 7.74 -7.94 9.13
As 5.87 -12.72 10.31
F 5.80 -13.28 12.01
F 7.61 -12.43 10.54
F 6.05 -12.17 8.54
F 4.12 -12.88 10.19
F 5.64 -10.96 10.72
F 6.16 -14.46 9.83
As 7.67 -9.88 3.08
F 8.32 -8.40 3.93
F 9.24 -10.70 3.02
F 6.86 -11.34 2.45
F 6.04 -9.13 3.03
F 8.02 -9.21 1.42
F 7.35 -10.67 4.69
C 2.84 -11.21 4.91
F 2.33 -12.45 5.00
F 3.86 -11.34 4.06
F 1.92 -10.27 4.62
S 3.51 -11.02 6.71
O 2.60 -10.19 7.44
O 3.56 -12.34 7.23
N 5.17 -10.36 6.62
S 4.90 -8.77 6.40
O 6.11 -8.19 5.86
O 3.66 -8.44 5.66
C 4.78 -8.05 8.19
F 5.36 -8.85 9.13
F 5.35 -6.80 8.21
F 3.50 -7.88 8.39
C 10.88 -13.18 7.77
F 11.10 -14.27 8.39
F 10.72 -12.24 8.70
F 11.95 -12.92 6.89
S 9.21 -13.37 6.67
O 8.07 -13.14 7.50
O 8.97 -12.22 5.80
O 9.22 -14.66 5.97
*
```

These are the Mulliken partial charges, in e, on atoms 1 to 2:
1. Zr 3.20
2. C -1.28


Record 2
Formula: C51H54N6O3PtSeTe
Source: the OMol25 dataset
Level of theory: ωB97M-V with the def2-TZVPD basis set

For the energy above the lowest of the compared OMol25 structures with the same formula, charge and spin, the calculation gives 0.0 kcal per mole. The value obtained for the HOMO energy (alpha / beta) is -7.1 / -7.1 eV. For the HOMO-LUMO gap (alpha / beta), the calculation gives 5.8804 / 5.8764 eV.

ORCA input file:
```
! RIJCOSX wB97M-V def2-TZVPD def2/J DEFGRID3
* xyz 0 1
Pt -0.50 -0.24 -1.28
C -5.18 1.85 1.86
C -3.74 1.36 2.05
C -2.72 2.40 1.64
C -2.57 3.49 2.49
C -1.67 4.50 2.23
C -0.91 4.44 1.07
C -1.02 3.37 0.18
C -0.23 3.51 -1.10
C -0.88 4.52 -2.04
C -1.91 2.31 0.48
N -2.01 1.11 -0.32
C -3.19 0.70 -0.65
C -3.40 -0.52 -1.30
C -4.56 -1.04 -1.86
C -4.19 -2.24 -2.47
C -2.82 -2.40 -2.23
N -2.34 -1.39 -1.49
H -5.89 1.13 2.28
H -5.43 1.99 0.81
H -5.33 2.80 2.37
H -3.59 0.42 1.52
H -3.59 1.14 3.11
H -3.18 3.53 3.39
H -1.56 5.34 2.91
H -0.22 5.24 0.84
H -0.17 2.57 -1.61
H 0.79 3.82 -0.86
H -1.91 4.22 -2.27
H -0.33 4.59 -2.99
H -0.91 5.52 -1.59
H -4.06 1.34 -0.48
H -5.54 -0.57 -1.84
H -4.82 -2.92 -3.03
H -2.19 -3.23 -2.54
C 1.30 -3.89 5.64
O 1.26 -3.65 4.25
C 1.14 -4.72 3.43
C 1.14 -6.04 3.86
C 0.98 -7.07 2.94
C 0.83 -6.78 1.60
C 0.82 -5.45 1.16
C 0.98 -4.41 2.07
N 0.96 -3.04 1.76
C 0.65 -2.44 0.57
N 1.29 -2.96 -0.48
C 1.32 -2.59 -1.83
C 0.71 -1.47 -2.37
C 0.93 -1.23 -3.73
C 1.69 -2.08 -4.52
C 2.28 -3.20 -3.96
C 2.10 -3.45 -2.62
O 2.73 -4.46 -1.96
C 2.74 -5.74 -2.59
N -0.08 -1.37 0.55
C -0.75 -1.06 1.77
C -0.43 0.10 2.46
C -0.96 0.34 3.72
C -1.84 -0.57 4.28
C -2.22 -1.71 3.57
C -1.67 -1.96 2.32
O -1.92 -3.06 1.59
C -2.87 -3.99 2.10
H 1.34 -2.91 6.11
H 2.19 -4.45 5.92
H 0.41 -4.42 5.98
H 1.25 -6.27 4.91
H 0.98 -8.10 3.28
H 0.70 -7.57 0.88
H 0.65 -5.24 0.12
H 0.78 -2.46 2.57
H 1.93 -3.71 -0.28
H 0.50 -0.36 -4.18
H 1.83 -1.86 -5.57
H 2.90 -3.85 -4.57
H 3.14 -5.70 -3.60
H 1.73 -6.16 -2.62
H 3.38 -6.37 -1.98
H 0.27 0.80 2.01
H -0.69 1.24 4.26
H -2.26 -0.40 5.27
H -2.93 -2.40 4.01
H -2.93 -4.79 1.38
H -3.86 -3.53 2.21
H -2.55 -4.39 3.07
C 5.34 5.97 0.86
C 4.54 4.73 0.53
C 4.14 4.47 -0.78
C 3.45 3.31 -1.11
C 3.03 3.14 -2.55
C 3.15 2.37 -0.10
Te 2.25 0.50 -0.59
C 3.52 2.64 1.24
C 3.23 1.73 2.42
C 4.21 3.82 1.52
H 5.42 6.63 0.00
H 6.35 5.70 1.17
H 4.88 6.52 1.68
H 4.38 5.18 -1.56
H 3.76 3.59 -3.22
H 2.06 3.62 -2.73
H 2.92 2.09 -2.81
H 2.47 1.00 2.20
H 2.91 2.32 3.28
H 4.14 1.19 2.71
H 4.50 4.02 2.55
Se -1.72 0.56 -3.61
C -1.23 2.14 -4.56
C -2.10 3.22 -4.62
C -1.74 4.33 -5.37
N -0.58 4.44 -6.03
C 0.25 3.39 -5.97
C -0.03 2.24 -5.26
H -3.05 3.19 -4.10
H -2.40 5.19 -5.43
H 1.18 3.49 -6.53
H 0.68 1.42 -5.25
*
```

These are the Mulliken partial charges, in e, on atoms 1 to 2:
1. Pt 1.59
2. C -1.63


Record 3
Formula: C24H26MgN6O4S3
Source: the OMol25 dataset
Level of theory: ωB97M-V with the def2-TZVPD basis set

The value obtained for the HOMO energy is -7.1 eV. For the HOMO-LUMO gap, the calculation gives 7.0437 eV.

ORCA input file:
```
! RIJCOSX wB97M-V def2-TZVPD def2/J DEFGRID3
* xyz 0 1
Mg -0.10 0.15 0.25
O 3.11 -3.30 -0.98
C 2.18 -2.49 -0.44
O 2.39 -1.78 0.50
C 0.85 -2.63 -1.12
C 0.63 -3.60 -2.07
C -0.66 -3.75 -2.58
C -1.66 -2.90 -2.16
C -1.35 -1.93 -1.23
N -0.12 -1.80 -0.70
C -2.39 -0.92 -0.71
O -3.47 -0.85 -1.30
O -1.99 -0.27 0.31
H 3.91 -3.17 -0.47
H 1.44 -4.24 -2.39
H -0.87 -4.52 -3.31
H -2.67 -2.96 -2.53
S 0.71 0.98 2.47
C -0.12 2.27 1.71
N -0.59 2.19 0.49
C -1.27 3.33 0.08
C -1.91 3.50 -1.15
C -2.56 4.69 -1.40
C -2.58 5.72 -0.45
C -1.94 5.56 0.77
C -1.29 4.36 1.02
S -0.44 3.84 2.45
H -1.89 2.68 -1.87
H -3.08 4.83 -2.34
H -3.10 6.65 -0.67
H -1.95 6.36 1.51
N 1.52 0.76 -0.93
C 2.48 1.28 -1.30
N 3.57 1.90 -1.71
C 3.50 2.97 -2.72
C 4.11 4.25 -2.15
C 5.51 3.99 -1.53
C 5.93 2.52 -1.65
C 4.87 1.60 -1.06
H 2.45 3.12 -2.98
H 4.02 2.66 -3.62
H 3.43 4.65 -1.40
H 4.16 4.99 -2.96
H 5.50 4.26 -0.48
H 6.26 4.62 -2.02
H 6.86 2.35 -1.11
H 6.12 2.25 -2.69
H 4.79 1.77 0.01
H 5.13 0.55 -1.22
S -0.48 0.33 -3.38
C -1.93 0.78 -4.15
N -1.93 1.31 -5.39
C -3.14 1.60 -6.16
C -4.21 2.07 -5.20
C -4.41 1.00 -4.15
N -3.12 0.66 -3.54
H -1.03 1.36 -5.82
H -3.49 0.71 -6.69
H -2.90 2.36 -6.90
H -5.15 2.26 -5.73
H -3.88 3.00 -4.72
H -4.86 0.12 -4.60
H -5.07 1.34 -3.36
H -3.14 0.10 -2.69
*
```

These are the Mulliken partial charges, in e, on atoms 1 to 2:
1. Mg 0.67
2. O -0.46


Record 4
Formula: C4H5Cl3O3S
Source: the OMol25 dataset
Level of theory: ωB97M-V with the def2-TZVPD basis set

For the energy above the lowest of the compared OMol25 structures with the same formula, charge and spin, the calculation gives 20.7 kcal per mole. The value obtained for the HOMO energy is -11.1 eV. For the HOMO-LUMO gap, the calculation gives 11.4388 eV.

ORCA input file:
```
! RIJCOSX wB97M-V def2-TZVPD def2/J DEFGRID3
* xyz 0 1
C 0.47 1.78 0.94
C -0.42 0.58 -0.14
C 0.44 -0.67 -0.29
C -0.41 2.50 1.99
O 0.73 1.52 -2.48
O -1.43 2.45 -1.58
O 0.74 2.66 -0.21
S -0.11 1.88 -1.34
Cl 0.65 3.56 2.97
Cl -1.75 3.39 1.26
Cl -1.07 1.20 2.91
H 1.37 1.51 1.49
H -1.50 0.43 0.10
H 1.54 -0.24 -0.26
H 0.35 -1.23 -1.26
H 0.19 -1.47 0.49
*
```

These are the Mulliken partial charges, in e, on atoms 1 to 2:
1. C -0.89
2. C 0.15


Record 5
Formula: C31H22BCl2F3O2S
Source: the OMol25 dataset
Level of theory: ωB97M-V with the def2-TZVPD basis set

For the energy above the lowest of the compared OMol25 structures with the same formula, charge and spin, the calculation gives 31.3 kcal per mole. The value obtained for the HOMO energy is -7.8 eV. For the HOMO-LUMO gap, the calculation gives 7.7075 eV.

ORCA input file:
```
! RIJCOSX wB97M-V def2-TZVPD def2/J DEFGRID3
* xyz 0 1
Cl -5.28 1.87 -0.94
C -3.61 1.52 -0.72
C -3.12 0.26 -1.09
C -1.78 -0.03 -0.87
C -0.91 0.90 -0.28
C 0.45 0.51 0.13
C 1.18 -0.59 -0.54
C 2.31 -1.15 0.07
C 2.94 -2.26 -0.47
C 2.49 -2.78 -1.69
Cl 3.19 -4.22 -2.31
C 1.48 -2.13 -2.41
C 0.88 -0.99 -1.86
C -1.42 2.17 0.05
C -2.76 2.48 -0.16
H -3.79 -0.48 -1.52
H -1.40 -1.02 -1.13
H 0.75 0.76 1.15
H 2.69 -0.68 0.98
H 3.76 -2.75 0.05
H 1.17 -2.52 -3.38
H 0.18 -0.41 -2.46
H -0.77 2.91 0.52
H -3.16 3.45 0.12
C 1.29 1.02 4.30
C 0.29 0.23 3.55
C -1.02 0.59 3.28
C -1.70 -0.34 2.46
C -0.88 -1.36 2.00
B 1.45 1.98 -0.90
C -1.29 -2.51 1.22
C -0.36 -3.50 0.84
C -0.72 -4.50 -0.05
C -2.04 -4.58 -0.48
C -2.44 -5.67 -1.43
F -3.74 -6.04 -1.29
F -2.27 -5.26 -2.73
F -1.68 -6.80 -1.27
C -3.01 -3.69 -0.03
C -2.64 -2.67 0.83
O 0.89 2.92 -1.75
C 1.67 4.06 -1.57
C 2.68 3.79 -0.65
C 3.64 4.72 -0.36
C 3.56 5.96 -1.02
C 2.54 6.23 -1.93
C 1.55 5.25 -2.21
O 2.57 2.49 -0.21
S 0.63 -1.34 2.90
H 0.76 1.69 4.98
H 1.94 0.35 4.87
H 1.91 1.63 3.62
H -1.46 1.51 3.68
H -2.74 -0.25 2.18
H 0.65 -3.48 1.25
H 0.01 -5.23 -0.39
H -4.04 -3.80 -0.35
H -3.41 -2.00 1.22
H 4.43 4.49 0.35
H 4.32 6.72 -0.81
H 2.47 7.19 -2.43
H 0.74 5.42 -2.91
*
```

These are the Mulliken partial charges, in e, on atoms 1 to 2:
1. Cl -0.24
2. C 0.10


Record 6
Formula: C8H17N5O3
Source: the OMol25 dataset
Level of theory: ωB97M-V with the def2-TZVPD basis set

For the energy above the lowest of the compared OMol25 structures with the same formula, charge and spin, the calculation gives 228.6 kcal per mole. The value obtained for the HOMO energy is -8.8 eV. For the HOMO-LUMO gap, the calculation gives 8.8591 eV.

ORCA input file:
```
! RIJCOSX wB97M-V def2-TZVPD def2/J DEFGRID3
* xyz 0 1
C -4.09 0.29 -0.60
C -3.28 0.29 0.69
C -0.84 -0.69 -0.13
C 0.02 -1.54 0.44
C 0.03 0.51 -0.65
C 0.72 1.52 0.33
C 2.02 2.00 -0.18
C 3.28 -0.31 0.19
H -3.20 -1.72 -0.75
H -4.25 -1.40 -1.94
H -5.20 0.61 -0.41
H -3.71 1.03 -1.60
H -1.78 -0.98 1.71
H -1.37 -1.08 -1.07
H -0.81 1.16 -0.99
H 0.51 -0.08 -1.39
H 1.03 0.95 1.19
H 0.12 2.49 0.68
H 2.24 2.70 0.61
H 1.80 2.62 -1.03
H 3.20 0.86 -1.45
H 4.02 -0.95 -1.62
H 3.56 0.20 2.28
H 3.01 -1.58 1.97
H 2.03 -1.66 0.01
N -4.23 -1.24 -0.84
N -1.99 -0.48 0.69
N 2.84 0.78 -0.33
N 3.92 -1.22 -0.59
N 2.91 -0.42 1.58
O -3.53 0.91 1.79
O 0.08 -1.59 1.71
O 0.91 -2.00 -0.33
*
```

These are the Mulliken partial charges, in e, on atoms 1 to 2:
1. C -0.24
2. C 0.38


Record 7
Formula: C16H31NP2SeSr
Source: the OMol25 dataset
Level of theory: ωB97M-V with the def2-TZVPD basis set

For the energy above the lowest of the compared OMol25 structures with the same formula, charge and spin, the calculation gives 0.0 kcal per mole. The value obtained for the HOMO energy is -7.1 eV. For the HOMO-LUMO gap, the calculation gives 6.2491 eV.

ORCA input file:
```
! RIJCOSX wB97M-V def2-TZVPD def2/J DEFGRID3
* xyz 0 1
P -1.34 2.20 -0.20
P 1.44 1.64 -1.53
C -0.45 3.65 -0.90
C 0.62 3.25 -1.94
H 0.01 4.19 -0.06
H -1.21 4.30 -1.35
H 0.17 3.14 -2.94
H 1.41 4.01 -2.00
C 2.72 2.40 -0.44
H 3.50 1.67 -0.21
H 2.29 2.78 0.50
H 3.15 3.23 -1.02
C 2.51 1.44 -2.99
H 3.10 2.35 -3.10
H 1.89 1.27 -3.87
H 3.17 0.58 -2.83
C -2.41 3.00 1.02
H -3.11 2.25 1.42
H -2.95 3.79 0.50
H -1.80 3.40 1.83
C -2.56 2.10 -1.57
H -2.10 1.79 -2.51
H -2.95 3.13 -1.66
H -3.37 1.42 -1.30
Sr -0.28 -4.68 0.78
C 1.69 -1.36 -0.71
C 2.04 -0.74 0.44
C 1.23 0.21 1.25
C 0.20 -0.31 2.26
C -1.09 -0.80 1.72
C -1.48 -1.07 0.47
C -0.81 -0.71 -0.81
C 0.35 -1.59 -1.31
C -2.17 -4.83 2.42
H 2.46 -1.97 -1.17
H 3.02 -1.00 0.88
H 0.74 0.95 0.60
H 1.95 0.81 1.84
H 0.65 -1.12 2.88
H 0.01 0.53 2.96
H -1.79 -1.13 2.51
H -2.41 -1.65 0.33
H -0.43 0.34 -0.76
H -1.58 -0.68 -1.60
H 0.05 -2.66 -1.25
H 0.40 -1.40 -2.41
H -2.47 -5.85 2.10
H -3.06 -4.19 2.37
H -1.88 -4.90 3.48
Se 1.13 -9.13 3.29
C 1.00 -7.54 2.54
N 0.84 -6.48 2.01
*
```

These are the Mulliken partial charges, in e, on atoms 1 to 2:
1. P 1.66
2. P 1.34


Record 8
Formula: C2H6N5
Source: the OMol25 dataset
Level of theory: ωB97M-V with the def2-TZVPD basis set

Its structure (SMILES) is Cn1ncn[n+]1N. For the energy above the lowest of the compared OMol25 structures with the same formula, charge and spin, the calculation gives 83.2 kcal per mole. The value obtained for the HOMO energy is -14.7 eV. For the HOMO-LUMO gap, the calculation gives 10.0254 eV.

ORCA input file:
```
! RIJCOSX wB97M-V def2-TZVPD def2/J DEFGRID3
* xyz 1 1
C -1.37 1.21 0.02
N -0.06 0.52 0.09
N 1.03 1.21 0.09
C 2.03 0.35 -0.08
N 1.62 -0.88 -0.10
N 0.31 -0.79 0.06
N -0.47 -1.82 -0.03
H -2.18 0.52 0.26
H -1.25 1.96 0.74
H -1.39 1.69 -1.02
H 3.11 0.64 0.00
H 0.04 -2.68 -0.33
H -1.44 -1.93 0.29
*
```

These are the Mulliken partial charges, in e, on atoms 1 to 2:
1. C -0.47
2. N 0.49


Number 1: energy -8893.90672 a.u.. Number 2: energy -5318.79197 a.u.. Number 3: energy -2954.55666 a.u.. Number 4: energy -2159.81992 a.u.. Number 5: energy -2988.08380 a.u.. Number 6: energy -814.24442 a.u.. Number 7: energy -3797.72130 a.u.. Number 8: energy -353.21271 a.u..